Entry 1:
C10H6Cl2GaN2O3STl | ωB97M-V/def2-TZVPD

Its LUMO energy (spin up / spin down) is -18.9685 / -18.8643 eV. Its total energy is -4134.05627 Ha. The HOMO energy (spin up / spin down) is -21.8830 / -21.8817 eV. Its charge is +4. The maximum force is 0.1170 hartree/bohr.

Geometry (Å):
Tl: -3.982 -1.250 -2.922
Ga: -1.267 -0.080 0.179
Cl: -2.358 1.141 -1.518
Cl: -1.516 -2.142 -0.577
C: -1.733 -0.174 2.208
C: -4.781 1.418 -3.268
C: -6.390 -1.317 -1.396
O: -1.818 -0.538 3.300
O: -4.740 2.562 -3.278
O: -7.267 -1.482 -0.690
N: 0.018 2.771 -0.282
C: 0.954 1.821 -0.070
N: 0.642 0.534 0.155
C: 1.773 -0.236 0.516
C: 1.780 -1.567 0.920
C: 3.014 -2.165 1.203
C: 4.211 -1.438 1.080
C: 4.181 -0.079 0.734
C: 2.952 0.510 0.451
S: 2.630 2.195 0.037
H: 0.398 3.696 -0.438
H: -0.840 2.518 -0.794
H: 0.835 -2.107 0.993
H: 3.057 -3.207 1.523
H: 5.173 -1.923 1.261
H: 5.074 0.539 0.673

***

Entry 2:
CH3Cl2P | ωB97M-V/def2-TZVPD

Its LUMO energy is -0.1352 eV. Its total energy is -1301.57654 Ha. As for the SMILES: [H]/P=C\Cl.Cl. The HOMO energy is -9.6151 eV. The maximum force is 0.0563 hartree/bohr. The value obtained for the relative energy (zero: lowest compared OMol25 entry of this formula, charge and spin) is 65.4 kcal/mol.

Geometry (Å):
C: 1.075 -0.415 -0.735
P: -0.516 -0.049 -0.881
Cl: 2.392 -0.071 -1.842
Cl: -2.334 0.725 2.382
H: -1.696 -0.125 3.019
H: 1.655 -0.619 0.221
H: -0.577 0.554 -2.164